This record from OMol25 describes C28H37NO5Si2Ti as an isolated structure. The level of theory is ωB97M-V with the def2-TZVPD basis set.

Geometry as XYZ:
```
74
Properties=species:S:1:pos:R:3
Ti -0.22300 -0.24055 1.02086
O -1.76414 -3.52147 3.23422
C -1.33073 -2.92448 2.12421
O -1.16085 -1.73367 2.06670
C -1.15265 -3.84278 0.93883
O -0.39310 -3.23622 -0.06136
C 1.01261 -3.46424 0.07833
C 1.69297 -2.68368 1.21606
O 2.51169 -3.28182 1.90605
O 1.36640 -1.45337 1.30826
H -1.87019 -2.82983 3.90738
H -0.73939 -4.80052 1.26987
H -2.15592 -4.02157 0.53742
H 1.20556 -4.53213 0.21305
H 1.45710 -3.12602 -0.85942
C 0.32578 -2.21562 -3.24145
Si 0.15687 -0.35469 -2.95132
C 0.93305 0.37072 -4.53752
C -1.67750 0.03756 -3.12175
C 0.87478 0.18249 -1.32414
C 0.54233 1.53198 -0.89557
C 0.27315 2.65190 -1.71760
C 0.14357 3.90188 -1.16298
C 0.23786 4.06119 0.22309
C 0.38399 2.92454 0.98634
N 0.50333 1.70535 0.44970
Si 2.71916 0.01900 -1.08722
C 3.37830 0.72274 0.53579
C 3.46940 -1.70830 -1.26680
C 3.63876 1.04435 -2.40349
H -0.25359 -2.78982 -2.51711
H 1.36214 -2.56582 -3.22194
H -0.07205 -2.43550 -4.23727
H 0.37746 -0.02998 -5.39157
H 1.97818 0.08177 -4.66543
H 0.88298 1.46122 -4.60099
H -2.02154 -0.24914 -4.12004
H -1.89480 1.09885 -2.98061
H -2.26815 -0.50188 -2.38410
H 0.22750 2.51644 -2.79172
H -0.02142 4.76164 -1.80232
H 0.15775 5.03057 0.69399
H 0.37642 2.96063 2.06861
H 2.88240 0.30814 1.41364
H 3.28830 1.81122 0.56442
H 4.44273 0.47516 0.59482
H 3.34375 -2.33267 -0.37919
H 4.54480 -1.56011 -1.40624
H 3.10639 -2.25862 -2.14011
H 3.27401 2.07564 -2.42034
H 3.52463 0.63725 -3.40993
H 4.70892 1.07282 -2.17739
C -4.94556 0.85062 -0.46778
C -4.57512 -0.45998 -0.20583
C -3.26829 -0.74804 0.17085
C -2.25603 0.21822 0.28774
C -2.68493 1.53048 0.02294
C -3.98871 1.84763 -0.34258
H -5.96133 1.09068 -0.76051
H -5.30408 -1.25929 -0.29611
H -3.03523 -1.79609 0.35273
H -1.98327 2.35604 0.09945
H -4.25581 2.88171 -0.53649
C -0.39533 1.79178 5.59338
C -1.54869 1.73958 4.82258
C -1.50856 1.20499 3.53836
C -0.32761 0.70855 2.97170
C 0.81535 0.76909 3.77951
C 0.79062 1.29966 5.06556
H -0.42058 2.20936 6.59363
H -2.48356 2.12092 5.22093
H -2.42689 1.18338 2.95790
H 1.75805 0.38349 3.39981
H 1.69955 1.32668 5.65754
```

HOMO-LUMO gap (spin up / spin down), eV: 6.252 / 6.928
Total charge: -1
2S+1: 2
Strongest force on any atom, Eh/bohr: 0.0186
Molecular weight, u: 571.6
Energy relative to the best compared isomer or geometry (same formula, charge and spin), kcal/mol: 44.00
Lowest unoccupied orbital energy (spin up / spin down), eV: 2.42 / 2.42

Atom charges from the Löwdin analysis, given in e for atoms 1 to 5:
1. Ti 0.975
2. O 0.156
3. C -0.437
4. O 0.009
5. C -0.110